(1)
DFT (ωB97M-V/def2-TZVPD) results for a molecular structure, C32H55BaN4OP2 in a non-equilibrium geometry.

Geometry as XYZ:
```
95
Properties=species:S:1:pos:R:3:mulliken_charge:R:1
C -2.38259 1.32073 -1.43309 -0.01
C -2.17119 -0.97192 -0.98797 -0.07
C -3.47182 1.11025 -2.27898 -0.93
C -3.33972 -1.21843 -1.76247 -1.38
C -3.99365 -0.18122 -2.39200 -0.75
H -3.90893 1.96225 -2.79859 0.45
H -3.67614 -2.25017 -1.86182 0.47
H -4.88688 -0.37150 -2.98472 0.40
N -1.80137 0.33468 -0.72994 0.97
P -0.97189 3.04413 0.28169 0.63
P -0.01721 -2.79303 0.15762 -0.03
C -1.83114 2.75247 -1.31656 -1.15
H -1.13230 2.92849 -2.14980 0.68
H -2.64146 3.48080 -1.47009 0.31
C -1.51106 -2.14784 -0.49105 -0.16
H -2.25490 -2.96342 -0.43900 0.19
C 0.42072 -4.09943 -1.21307 2.00
C -0.44457 -3.64462 1.87403 2.37
C 0.64186 4.00434 -0.08522 2.44
C -2.33717 3.93012 1.25950 1.45
C 1.95304 -4.06639 -1.31028 -1.45
H 2.43144 -4.40455 -0.38080 0.34
H 2.28978 -4.72186 -2.12751 0.51
H 2.30204 -3.04520 -1.51442 -0.04
C -0.08789 -5.51567 -0.93000 -2.03
H 0.30517 -5.94535 -0.00144 0.37
H -1.18591 -5.55476 -0.91781 0.39
H 0.24305 -6.16816 -1.75475 0.50
C -0.20442 -3.64834 -2.53819 -1.55
H 0.20519 -4.26099 -3.35735 0.62
H -1.29544 -3.76174 -2.54245 0.34
H 0.02153 -2.59702 -2.74171 -0.03
C 0.79639 -4.41224 2.36002 -1.66
H 1.65979 -3.74511 2.49771 0.20
H 0.56867 -4.87653 3.33235 0.51
H 1.09612 -5.21666 1.67430 0.29
C -0.78577 -2.51510 2.86746 -2.11
H 0.09916 -1.91044 3.14711 0.17
H -1.60967 -1.88104 2.49023 0.19
H -1.15864 -2.94541 3.80830 0.64
C -1.65570 -4.57443 1.77501 -1.82
H -1.49904 -5.41562 1.09176 0.31
H -1.83706 -5.00471 2.77381 0.57
H -2.56419 -4.03727 1.47493 0.28
C -1.82920 4.24221 2.68174 -1.45
H -2.61556 4.80086 3.21219 0.48
H -1.61701 3.32836 3.25885 0.13
H -0.92296 4.86296 2.67671 0.23
C -3.55075 2.98201 1.34781 -1.67
H -3.96688 2.74361 0.36034 0.30
H -3.31315 2.03637 1.85801 0.16
H -4.34146 3.48039 1.92905 0.57
C -2.76295 5.22509 0.55841 -1.63
H -3.60995 5.65059 1.11726 0.53
H -1.96619 5.97507 0.55328 0.35
H -3.09793 5.06319 -0.47258 0.25
C 1.03282 3.84143 -1.56126 -2.31
H 0.34261 4.37449 -2.23015 0.41
H 2.03146 4.28007 -1.71454 0.61
H 1.08404 2.78660 -1.86516 0.16
C 1.74376 3.38856 0.81375 -1.76
H 1.96366 2.33588 0.55612 0.12
H 2.67544 3.95595 0.66728 0.59
H 1.49016 3.43945 1.88558 0.26
C 0.49269 5.49758 0.21335 -1.96
H -0.23897 5.97341 -0.45251 0.40
H 0.22818 5.69969 1.25929 0.32
H 1.46411 5.98099 0.02413 0.51
Ba -0.13822 0.21845 1.56465 1.90
C -2.01855 0.18874 4.37201 0.14
O -2.61789 0.70123 5.20511 -0.15
N 1.00140 -0.40137 -0.69444 0.31
C 1.25361 -0.80197 -1.77812 -1.03
C 2.16908 -0.63068 -3.02053 2.64
C 1.77759 -1.55980 -4.15888 -1.90
C 2.04606 0.81846 -3.47708 -1.87
C 3.61910 -0.89951 -2.61707 -1.62
H 1.89409 -2.61150 -3.87354 0.25
H 0.74546 -1.37518 -4.47854 0.42
H 2.43314 -1.38524 -5.02299 0.53
H 2.47678 1.48719 -2.72123 0.32
H 2.61086 0.97394 -4.40554 0.54
H 0.99863 1.09576 -3.66141 0.35
H 4.27831 -0.68596 -3.46816 0.45
H 3.91665 -0.23788 -1.79296 0.27
H 3.78706 -1.94113 -2.32031 0.44
N 3.45633 -0.58871 2.48739 -0.21
C 4.33304 -0.27293 3.46053 -0.34
C 3.67507 0.60008 4.32376 -0.87
C 2.38782 0.76741 3.79854 -0.49
N 2.23569 0.03055 2.65895 0.47
H 3.61057 -1.20043 1.69251 0.09
H 5.33780 -0.66663 3.49583 0.46
H 4.06440 1.05948 5.21370 0.43
H 1.57383 1.37073 4.18607 0.50
```

Output
Relative energy (zero: lowest compared OMol25 entry of this formula, charge and spin) in eV: 1.1915
DFT total energy in eV: -61349.73023
Total charge: +1

***

(2)
DFT (ωB97M-V/def2-TZVPD) results for 2 unconnected molecules or ions with the total composition C32H55BrI2NO3 in a non-equilibrium geometry.

Geometry as XYZ:
```
94
Properties=species:S:1:pos:R:3:mulliken_charge:R:1
C -5.66848 0.00741 -0.32540 -1.30
C -4.60839 1.17585 -0.49883 -0.30
C -3.13339 0.56977 -0.34615 0.37
C -2.94152 -0.80878 -1.09537 -1.33
C -1.99390 1.64820 -0.50963 -0.82
C -1.40449 2.10001 -1.93189 -1.25
I -2.82580 3.71576 -2.51921 0.18
C -1.43670 1.15275 -3.19068 1.27
C -0.44514 1.54413 -4.36162 -1.56
C -2.84657 0.94955 -3.89181 -0.17
C -2.79705 -0.47539 -4.64969 -1.43
C 0.02702 2.71976 -1.55817 1.55
C 0.63871 3.89176 -2.39509 -0.42
C 1.91645 4.58301 -1.76052 0.02
O 1.82917 5.75184 -1.43282 -0.49
C 3.30005 3.92140 -1.56389 0.39
C 4.45978 4.64774 -2.14050 -0.85
C 5.82479 4.13103 -1.96978 -0.52
C 6.11904 2.88930 -1.22496 -0.55
C 4.96820 2.15624 -0.66045 -0.58
C 3.60380 2.69293 -0.84149 0.62
C -0.01864 2.80482 0.02660 -2.44
I -0.73627 4.81983 0.55672 0.28
N -0.83007 1.63259 0.47910 1.02
O -0.37679 0.32334 0.24468 0.44
C 1.03419 0.10481 0.29255 -0.21
C 1.27607 -1.41075 0.78089 -0.11
C -0.06423 -2.10317 1.28611 -1.02
C 2.45570 -1.54577 1.80691 0.55
C 2.90941 -3.07133 1.99778 -1.20
C 3.78168 -0.77716 1.35369 -1.49
C -1.12581 1.61095 1.96200 -0.17
Br 0.35348 2.31086 3.09697 0.00
C -2.47276 2.28800 2.44064 0.17
C -2.43646 2.90897 3.91161 -1.59
H -5.62393 -0.69368 -1.20746 0.27
H -5.49545 -0.59545 0.60384 0.29
H -6.69188 0.46050 -0.32745 0.43
H -4.78205 1.86871 0.37788 0.32
H -4.78345 1.66583 -1.48441 0.18
H -3.12140 0.27163 0.74941 0.25
H -3.31970 -1.63095 -0.41576 0.45
H -1.85515 -1.06278 -1.25702 0.06
H -3.54733 -0.91657 -2.03455 0.09
H -2.58019 2.58198 -0.25757 0.94
H -1.09787 0.12569 -2.85114 -0.10
H -0.61902 0.96425 -5.30396 0.50
H 0.63927 1.43918 -4.10244 0.22
H -0.67868 2.62234 -4.61990 0.33
H -3.70540 0.87075 -3.18521 -0.17
H -3.02943 1.68695 -4.72442 0.57
H -2.08647 -1.19723 -4.17602 0.28
H -3.82756 -0.93136 -4.53873 0.41
H -2.65123 -0.35714 -5.75815 0.43
H 0.70346 1.84953 -1.84399 -0.04
H -0.07423 4.74292 -2.60042 0.28
H 0.98628 3.56689 -3.42034 0.48
H 4.35373 5.60281 -2.70102 0.37
H 6.70848 4.68704 -2.37003 0.33
H 7.16288 2.51484 -1.06729 0.38
H 5.15029 1.21615 -0.08406 0.21
H 2.78721 2.10903 -0.36079 0.11
H 1.04719 2.89702 0.34354 1.00
H 1.64379 0.75787 0.96186 -0.04
H 1.52714 0.14974 -0.72614 0.06
H 1.57900 -2.01446 -0.12947 0.34
H 0.12986 -3.18829 1.53675 0.41
H -0.85236 -2.13806 0.47999 0.04
H -0.44707 -1.64454 2.24140 0.14
H 2.13585 -1.20066 2.83163 0.26
H 3.67495 -3.25098 1.18647 0.32
H 2.08114 -3.79986 1.81518 0.15
H 3.42894 -3.23485 2.97860 0.38
H 4.00138 -0.89560 0.26359 0.35
H 4.62152 -1.17618 1.99433 0.39
H 3.66101 0.29887 1.67592 0.41
H -1.19797 0.52699 2.25124 0.31
H -3.27703 1.49481 2.49952 0.23
H -2.88010 3.09660 1.78747 0.08
H -2.09034 2.18363 4.68650 0.41
H -1.93090 3.90653 3.94744 0.36
H -3.52406 3.11694 4.15111 0.44
C 0.10762 -8.27962 3.02148 -1.34
C 1.11408 -7.14639 2.90193 0.41
C 1.99334 -7.05454 4.13915 -1.21
O 0.42063 -5.91038 2.71741 -0.46
H -0.55817 -8.12025 3.87518 0.35
H -0.52366 -8.32722 2.13159 0.33
H 0.60898 -9.24149 3.14587 0.38
H 1.73795 -7.30110 2.01884 0.25
H 1.39110 -6.85384 5.03051 0.34
H 2.70398 -6.23021 4.04431 0.25
H 2.55096 -7.97983 4.29697 0.38
H -0.13504 -5.76278 3.49255 0.32
```

Output
Relative energy (zero: lowest compared OMol25 entry of this formula, charge and spin) in eV: 0.0000
DFT total energy in eV: -127940.06027
Total charge: +1